12
Properties=species:S:1:pos:R:3:nbo_charge:R:1 method="wB97M-V/def2-TZVPD" relative_energy_kcal_mol=50.6 gap_ev="6.7 / 7.5" largest_force_ha_per_bohr=0.0982
C -0.06 0.34 -0.25 -0.11
C 1.12 1.24 -0.38 -0.68
C 0.13 -1.17 -0.28 -0.66
P -2.71 -0.24 1.38 -0.07
S -1.54 1.03 0.28 0.21
H 0.80 2.19 -0.84 0.24
H 1.81 0.87 -1.22 0.22
H 1.62 1.09 0.58 0.23
H 0.76 -1.27 0.60 0.22
H 0.55 -1.36 -1.23 0.22
H -0.78 -1.57 -0.31 0.22
H -1.69 -1.15 1.68 -0.05

=====

44
Properties=species:S:1:pos:R:3:nbo_charge:R:1 method="wB97M-V/def2-TZVPD" relative_energy_kcal_mol=79.9 gap_ev=6.8 largest_force_ha_per_bohr=0.0951 charge=+1
C 2.83 0.70 -0.92 -0.74
C 1.57 0.26 -1.56 0.46
C 1.52 -1.20 -1.81 -0.73
C 0.93 1.17 -2.46 -0.27
C 0.24 0.68 -3.61 -0.10
C -0.10 1.50 -4.67 -0.22
C 0.10 2.89 -4.57 -0.10
C 0.79 3.41 -3.46 -0.24
C 1.19 2.57 -2.42 -0.05
H 3.55 0.98 -1.71 0.28
H 2.74 1.58 -0.28 0.25
H 3.23 -0.13 -0.35 0.27
H 0.61 -1.53 -2.32 0.23
H 2.43 -1.48 -2.39 0.28
H 1.59 -1.71 -0.85 0.28
H 0.03 -0.39 -3.71 0.22
H -0.50 1.05 -5.59 0.24
H -0.20 3.55 -5.38 0.24
H 1.05 4.48 -3.41 0.24
H 1.72 2.99 -1.56 0.22
O 1.66 -1.21 1.17 -0.56
C 0.44 -0.99 1.20 0.54
C -0.42 -1.81 2.12 -0.18
C -1.23 -1.14 3.06 0.02
C -1.90 -1.87 4.05 -0.20
C -1.83 -3.27 4.04 -0.17
C -1.02 -3.93 3.12 -0.21
C -0.30 -3.21 2.17 -0.15
C -1.35 0.36 3.07 -0.44
C -2.02 0.95 1.79 -0.39
C -1.64 0.25 0.48 -0.44
C -0.17 0.10 0.40 -0.09
N 0.49 1.27 0.59 0.09
N 0.72 2.41 0.67 0.11
H -2.44 -1.31 4.82 0.22
H -2.42 -3.81 4.79 0.23
H -0.93 -5.02 3.15 0.23
H 0.40 -3.69 1.48 0.23
H -2.01 0.64 3.91 0.24
H -0.37 0.82 3.29 0.21
H -3.11 0.93 1.96 0.24
H -1.72 2.01 1.70 0.21
H -2.16 -0.71 0.37 0.26
H -1.99 0.87 -0.35 0.24

=====

16
Properties=species:S:1:pos:R:3:nbo_charge:R:1 method="wB97M-V/def2-TZVPD" relative_energy_kcal_mol=111.2 gap_ev=9.3 smiles=C#CC1(CO)CSC1 largest_force_ha_per_bohr=0.1432
C 2.77 -1.28 0.25 -0.20
C 1.48 -1.08 0.19 -0.02
C 0.27 -0.29 -0.18 -0.21
C 0.59 1.02 -0.76 -0.06
O 1.34 1.92 0.01 -0.70
C -0.92 -0.94 -0.81 -0.50
S -2.20 -0.14 0.12 0.12
C -0.51 0.21 1.10 -0.38
H 3.71 -1.80 0.08 0.25
H -0.34 1.75 -0.91 0.19
H 1.16 0.95 -1.65 0.20
H 0.84 2.06 0.76 0.45
H -1.11 -0.86 -1.90 0.23
H -0.84 -1.87 -0.45 0.21
H -0.53 -0.43 1.95 0.22
H -0.52 1.21 1.39 0.19

=====

17
Properties=species:S:1:pos:R:3:nbo_charge:R:1 method="wB97M-V/def2-TZVPD" relative_energy_kcal_mol=31.4 gap_ev=10.2 smiles="C1=CCC2(C1)CC2" largest_force_ha_per_bohr=0.0133
C 1.90 0.57 0.23 -0.19
C 1.85 -0.52 -0.53 -0.19
C 0.42 -0.81 -0.93 -0.43
C -0.41 -0.03 0.08 -0.04
C 0.51 1.13 0.44 -0.43
C -1.39 -0.65 1.02 -0.41
C -1.87 0.18 -0.15 -0.42
H 2.80 1.09 0.55 0.21
H 2.69 -1.06 -0.95 0.21
H 0.25 -0.30 -1.87 0.21
H 0.19 -1.88 -0.99 0.21
H 0.34 1.85 -0.37 0.21
H 0.35 1.58 1.42 0.21
H -1.53 -1.73 0.96 0.21
H -1.48 -0.23 2.01 0.21
H -2.30 1.16 0.06 0.21
H -2.33 -0.34 -0.99 0.21

=====

15
Properties=species:S:1:pos:R:3:nbo_charge:R:1 method="wB97M-V/def2-TZVPD" relative_energy_kcal_mol=4.9 gap_ev=6.0 smiles="C=CCCC[O-]" largest_force_ha_per_bohr=0.0245 charge=-1
C 1.74 -1.02 1.29 -0.46
C 1.23 -1.22 0.08 -0.13
C 0.29 -0.36 -0.71 -0.47
C -0.39 0.82 0.04 -0.43
C -1.82 1.09 -0.48 0.01
O -2.47 2.06 0.17 -0.95
H 1.59 -0.07 1.79 0.20
H 2.20 -1.82 1.85 0.18
H 1.56 -2.14 -0.42 0.17
H -0.57 -0.99 -0.96 0.21
H 0.77 -0.12 -1.66 0.20
H -0.35 0.60 1.11 0.18
H 0.20 1.74 -0.03 0.18
H -2.32 0.08 -0.49 0.05
H -1.67 1.35 -1.58 0.05

=====

17
Properties=species:S:1:pos:R:3:nbo_charge:R:1 method="wB97M-V/def2-TZVPD" relative_energy_kcal_mol=7.1 gap_ev=9.8 largest_force_ha_per_bohr=0.0126 charge=+1
C 0.82 2.11 -1.78 -0.73
S -0.75 1.32 -1.32 0.05
S -1.04 0.03 -2.91 -0.14
H 1.61 1.37 -1.77 0.22
H 1.00 2.87 -1.01 0.24
H 0.68 2.62 -2.73 0.25
H -1.94 0.77 -3.58 0.17
O -1.25 -2.00 2.69 -0.48
C -0.40 -1.17 2.82 0.43
C 0.43 -0.71 1.64 -0.35
N -0.08 -1.41 0.43 -0.70
H -0.18 -0.63 3.75 0.16
H 0.29 0.37 1.50 0.26
H 1.49 -0.88 1.82 0.26
H 0.65 -1.84 -0.12 0.44
H -0.77 -2.11 0.74 0.46
H -0.57 -0.72 -0.19 0.46